ORCA calculation (ωB97M-V/def2-TZVPD) on one molecule with the formula C6H10O.

Cartesian coordinates (Å):
C 0.509 1.903 -0.331
C -0.423 0.807 -0.787
O 0.122 0.044 -1.872
C 0.063 -1.172 -1.128
C 0.708 -1.721 1.321
C 0.046 -0.431 1.555
C -0.574 -0.444 0.108
H 0.721 2.571 -1.170
H 1.458 1.486 0.022
H 0.052 2.484 0.478
H -1.397 1.224 -1.075
H -0.626 -1.899 -1.579
H 1.049 -1.625 -1.019
H -0.128 -2.461 1.297
H 0.703 0.434 1.709
H -0.782 -0.386 2.278
H -1.609 -0.759 0.217

Output
ΔE to the lowest compared entry with this formula, charge and spin: 113.3 kcal per mole
Frontier orbital gap: 8.693 eV

---

ORCA calculation (ωB97M-V/def2-TZVPD) on C6H10O as an isolated structure.

Cartesian coordinates (Å):
C 2.088 -0.475 -0.129
C 1.172 0.373 0.327
C -0.681 1.391 -1.104
C -1.513 1.077 0.079
O -2.318 -0.061 -0.187
C -1.139 -0.887 -0.320
C -0.226 0.318 -0.136
H 1.814 -1.288 -0.796
H 0.940 -1.611 1.867
H 3.133 -0.392 0.137
H 1.450 1.186 0.993
H -0.080 2.294 -1.032
H -1.002 1.115 -2.103
H -1.861 1.786 0.823
H -1.092 -1.405 -1.283
H -1.112 -1.612 0.499
H 0.426 -1.810 2.364

Output
ΔE to the lowest compared entry with this formula, charge and spin: 82.3 kcal per mole
Frontier orbital gap: 10.344 eV